Formula: C41H108N7O15
Source: OMol25
Level of theory: ωB97M-V/def2-TZVPD

The largest force on an atom comes out at 0.0705 hartree/bohr. For the HOMO energy, the calculation gives -1.65 eV. As for the total energy: -3138.24325 Ha. The calculation puts the HOMO-LUMO gap at 3.430 eV. As for the spin multiplicity: 1. Its charge is -1.

Element x y z (Å)
1 C -7.076 -3.070 -20.343
2 C -7.868 -1.833 -20.039
3 C -9.405 -1.937 -20.461
4 C -10.460 -2.341 -19.439
5 C -10.125 -1.943 -17.968
6 C -8.705 -2.335 -17.509
7 N -7.787 -1.613 -18.534
8 O -6.431 -1.287 -18.124
9 C -8.602 -3.908 -17.325
10 C -8.580 -1.706 -16.131
11 C -7.185 -0.698 -20.805
12 H -6.928 -3.158 -21.419
13 H -7.571 -3.964 -19.965
14 H -6.104 -3.086 -19.850
15 H -9.448 -2.646 -21.287
16 H -9.863 -1.109 -21.003
17 H -10.601 -3.421 -19.412
18 H -11.391 -1.794 -19.592
19 H -10.925 -2.351 -17.350
20 H -10.222 -0.859 -17.895
21 H -7.620 -4.269 -17.018
22 H -8.844 -4.528 -18.188
23 H -9.293 -4.304 -16.581
24 H -7.561 -1.641 -15.750
25 H -9.106 -2.281 -15.369
26 H -8.887 -0.662 -16.195
27 H -7.084 0.270 -20.315
28 H -7.809 -0.657 -21.698
29 H -6.158 -0.864 -21.130
30 C -7.343 4.661 -18.059
31 C -5.864 4.544 -18.223
32 C -5.238 5.966 -17.816
33 O -3.959 6.257 -18.401
34 C -3.828 6.180 -19.731
35 N -5.551 3.466 -17.314
36 H -7.491 5.101 -17.072
37 H -7.966 3.798 -18.290
38 H -7.774 5.389 -18.745
39 H -5.722 4.340 -19.284
40 H -5.200 5.921 -16.727
41 H -5.768 6.894 -18.029
42 H -2.802 6.512 -19.885
43 H -4.301 6.945 -20.347
44 H -3.983 5.180 -20.136
45 H -6.036 2.693 -17.747
46 H -6.117 3.753 -16.527
47 C -5.519 -10.475 -24.709
48 C -5.104 -9.032 -24.744
49 C -5.911 -8.264 -23.725
50 O -7.242 -8.209 -24.315
51 C -8.224 -7.310 -23.902
52 N -3.680 -8.935 -24.658
53 H -5.270 -10.989 -23.781
54 H -4.888 -11.086 -25.354
55 H -6.567 -10.563 -24.995
56 H -5.370 -8.661 -25.734
57 H -5.506 -7.254 -23.650
58 H -6.088 -8.696 -22.740
59 H -8.050 -6.248 -24.074
60 H -8.439 -7.334 -22.834
61 H -9.198 -7.379 -24.386
62 H -3.314 -9.099 -23.731
63 H -3.394 -7.969 -24.740
64 C -2.698 -6.819 -19.499
65 C -1.637 -7.740 -20.081
66 C -0.547 -7.061 -21.029
67 O -1.069 -6.665 -22.227
68 C -0.328 -5.691 -22.818
69 N -0.968 -8.394 -18.945
70 H -3.350 -6.596 -20.344
71 H -2.380 -5.928 -18.958
72 H -3.215 -7.286 -18.660
73 H -2.103 -8.600 -20.560
74 H 0.279 -7.766 -21.123
75 H -0.133 -6.272 -20.401
76 H 0.356 -5.178 -22.142
77 H -0.959 -4.894 -23.210
78 H 0.252 -6.162 -23.612
79 H -1.428 -8.118 -18.089
80 H -0.069 -7.957 -18.795
81 C -15.654 -8.763 -13.207
82 C -14.182 -8.266 -12.941
83 C -13.878 -6.790 -12.583
84 O -14.529 -5.844 -13.389
85 C -14.028 -5.797 -14.654
86 N -13.566 -9.067 -11.915
87 H -16.047 -8.322 -14.123
88 H -16.196 -8.543 -12.288
89 H -15.868 -9.827 -13.310
90 H -13.704 -8.378 -13.914
91 H -12.792 -6.700 -12.574
92 H -14.155 -6.585 -11.549
93 H -14.161 -4.798 -15.068
94 H -14.588 -6.508 -15.261
95 H -13.017 -6.150 -14.855
96 H -13.584 -10.058 -12.109
97 H -12.594 -8.799 -11.848
98 C -14.338 -6.549 -21.643
99 C -14.516 -8.078 -21.357
100 C -14.945 -8.535 -19.952
101 O -14.014 -8.504 -18.968
102 C -13.033 -9.531 -19.202
103 N -15.452 -8.597 -22.366
104 H -14.386 -6.163 -22.661
105 H -13.362 -6.179 -21.328
106 H -14.997 -5.929 -21.034
107 H -13.612 -8.635 -21.602
108 H -15.410 -9.521 -19.987
109 H -15.684 -7.823 -19.586
110 H -12.327 -9.315 -20.004
111 H -13.396 -10.551 -19.330
112 H -12.559 -9.711 -18.237
113 H -16.086 -7.816 -22.451
114 H -15.056 -8.476 -23.287
115 C -16.891 -0.478 -16.796
116 C -16.306 0.817 -16.170
117 C -16.466 2.106 -17.044
118 O -15.880 1.945 -18.352
119 C -14.415 1.802 -18.434
120 N -17.053 1.250 -14.987
121 H -16.290 -0.920 -17.591
122 H -17.858 -0.230 -17.234
123 H -17.153 -1.287 -16.115
124 H -15.268 0.574 -15.942
125 H -16.051 2.900 -16.423
126 H -17.538 2.291 -17.098
127 H -14.076 1.669 -19.462
128 H -13.978 1.004 -17.835
129 H -14.074 2.767 -18.057
130 H -16.731 2.164 -14.705
131 H -17.948 1.359 -15.443
132 C -4.116 -4.478 -13.033
133 C -4.782 -3.642 -11.949
134 O -4.768 -2.240 -11.995
135 O -3.057 -3.714 -13.559
136 H -4.923 -4.776 -13.702
137 H -3.686 -5.436 -12.740
138 H -4.518 -4.017 -10.960
139 H -5.846 -3.844 -11.826
140 H -4.921 -1.917 -11.104
141 H -2.415 -4.400 -13.758
142 C -5.216 -3.552 -28.080
143 C -5.428 -3.742 -26.676
144 O -5.558 -2.590 -25.831
145 O -6.445 -3.553 -28.689
146 H -4.529 -4.295 -28.486
147 H -4.680 -2.628 -28.293
148 H -4.529 -4.279 -26.376
149 H -6.254 -4.450 -26.609
150 H -6.376 -2.656 -25.333
151 H -7.008 -3.028 -28.115
152 C -0.665 -0.418 -19.552
153 C -0.562 -1.844 -18.901
154 O -0.321 -1.847 -17.457
155 O -1.727 0.327 -19.069
156 H -0.599 -0.433 -20.640
157 H 0.312 0.007 -19.324
158 H 0.167 -2.402 -19.489
159 H -1.479 -2.423 -19.010
160 H 0.009 -2.730 -17.275
161 H -2.533 0.091 -19.534
162 C -10.902 2.800 -9.924
163 C -11.172 2.528 -11.462
164 O -10.897 3.673 -12.143
165 O -9.564 2.626 -9.586
166 H -11.563 2.227 -9.274
167 H -11.151 3.844 -9.735
168 H -12.251 2.402 -11.562
169 H -10.497 1.784 -11.884
170 H -10.043 3.614 -12.578
171 H -9.007 3.043 -10.248

Löwdin population analysis, charges in e, atoms 1 to 4: -0.0881, -0.4943, -0.1340, -0.1905